Record 1
Molecular formula: C27H35CrN4O8S2
Method: DFT, the ωB97M-V functional and the def2-TZVPD basis

Structure (XYZ):
```
77
Properties=species:S:1:pos:R:3:mulliken_spin:R:1
Cr -0.4887 -1.6327 0.2583 3.91
O -0.7346 -3.7410 -3.2839 0.00
C -0.9826 -3.2624 -2.1152 0.01
O -0.0994 -2.9503 -1.3091 0.02
C -2.4542 -3.2150 -1.7708 0.00
O -2.7130 -2.4901 -0.5931 0.01
C -3.3532 -1.2309 -0.8239 0.02
C -2.3989 -0.1832 -1.3918 -0.03
O -2.8791 0.7513 -2.0261 0.01
O -1.1577 -0.3555 -1.1257 -0.08
H 0.2781 -3.7801 -3.4608 0.00
H -3.0096 -2.8311 -2.6287 0.00
H -2.7614 -4.2543 -1.6185 0.00
H -4.2166 -1.3525 -1.4783 0.00
H -3.6860 -0.8739 0.1503 -0.01
O -2.2389 1.0513 1.0833 0.01
S -1.5560 0.7293 2.3141 0.05
O -2.3529 0.6538 3.5072 0.00
N -0.6987 -0.6075 2.0521 -0.06
C 0.0129 -1.1619 3.1264 0.06
C 0.1242 -0.6721 4.4103 0.01
C 0.8946 -1.3413 5.3831 -0.01
C 1.5577 -2.5004 5.1078 0.01
C 1.4716 -3.0408 3.8057 0.01
C 2.1105 -4.2389 3.4252 0.02
C 1.9840 -4.7087 2.1477 -0.01
C 1.2187 -3.9731 1.2334 0.03
N 0.6091 -2.8501 1.5518 -0.06
C 0.7114 -2.3688 2.8266 0.02
C -0.3547 2.0140 2.5824 0.00
C 0.9319 1.9065 2.0751 0.02
C 1.8168 2.9630 2.2313 0.01
C 1.4103 4.1188 2.8847 0.00
C 0.1222 4.2158 3.3961 0.00
C -0.7647 3.1584 3.2531 0.00
H -0.4038 0.2224 4.7009 0.00
H 0.9453 -0.9145 6.3761 0.00
H 2.1397 -3.0134 5.8616 0.00
H 2.6953 -4.7787 4.1600 0.00
H 2.4555 -5.6291 1.8339 0.00
H 1.0964 -4.3056 0.2106 -0.03
H 1.2362 1.0029 1.5631 0.03
H 2.8239 2.8829 1.8436 0.00
H 2.1034 4.9406 3.0094 0.00
H -0.1875 5.1097 3.9214 0.00
H -1.7645 3.2069 3.6645 0.00
C -1.4313 5.4623 -2.1745 0.00
C 0.0433 4.9928 -2.0937 0.00
N 0.1121 3.5557 -1.8828 0.00
C -0.4502 2.8514 -3.0323 0.00
C -1.8939 3.3263 -3.3038 0.00
N -2.2804 4.2299 -2.1621 0.00
C -2.1311 3.5128 -0.8421 0.00
C -0.6300 3.1889 -0.6789 0.00
H -1.6550 6.0075 -3.0902 0.00
H -1.7308 6.0675 -1.3203 0.00
H 0.5483 5.4973 -1.2706 0.00
H 0.5716 5.2409 -3.0139 0.00
H -0.4563 1.7846 -2.8152 0.00
H 0.1788 3.0367 -3.9030 0.00
H -2.5928 2.4951 -3.3069 0.00
H -1.9892 3.9146 -4.2161 0.00
H -3.2549 4.4949 -2.2773 0.00
H -2.7344 2.6114 -0.8957 0.00
H -2.5140 4.1807 -0.0718 0.00
H -0.5158 2.1226 -0.5064 0.02
H -0.2078 3.7250 0.1710 0.00
C 4.3236 -3.4604 -3.7136 0.00
S 2.8243 -3.6101 -2.7550 0.00
C 3.1595 -5.2125 -2.0280 0.00
O 1.7526 -3.8575 -3.7905 0.00
H 4.3982 -4.3128 -4.3869 0.00
H 5.1763 -3.4121 -3.0374 0.00
H 4.2491 -2.5361 -4.2820 0.00
H 4.0185 -5.1326 -1.3622 0.00
H 3.3425 -5.9337 -2.8232 0.00
H 2.2765 -5.5006 -1.4601 0.00
```

Summary:
- E_HOMO (spin up / spin down) (eV) = -9.9 / -10.2
- orbital gap (spin up / spin down) (eV) = 7.6 / 7.8
- electronic energy (eV) = -100996.404
- strongest force on any atom (Eh/bohr) = 0.003
- charge = +1
- energy relative to the best compared isomer or geometry (same formula, charge and spin) (kJ/mol) = 0.0
- LUMO (spin up / spin down) (eV) = -2.3 / -2.4
- multiplicity = 5



Record 2
Molecular formula: C27H32NO2
Method: DFT, the ωB97M-V functional and the def2-TZVPD basis

Structure (XYZ):
```
62
Properties=species:S:1:pos:R:3:lowdin_charge:R:1
C 7.0720 -1.8146 0.5038 -0.08
O 6.1318 -2.3650 1.3949 -0.06
C 4.8727 -1.7785 1.3723 -0.21
C 3.9081 -2.2779 2.2625 0.02
C 2.6346 -1.7807 2.2910 -0.01
C 2.2559 -0.7157 1.4545 -0.18
C 0.8960 -0.1606 1.4638 -0.04
C -0.2035 -1.0518 1.4384 0.00
C -1.5095 -0.6803 1.5250 0.05
C -2.6314 -1.5708 1.4368 -0.20
C -3.9279 -1.0418 1.4163 -0.01
C -5.0246 -1.8600 1.2796 -0.05
C -4.8610 -3.2296 1.1706 -0.04
C -3.5928 -3.7744 1.1944 -0.05
C -2.4913 -2.9609 1.3250 -0.01
C 0.7098 1.2977 1.4808 -0.18
C 1.3992 2.0812 2.4230 0.00
C 1.2470 3.4387 2.4572 0.02
C 0.4296 4.1079 1.5334 -0.21
O 0.3389 5.4903 1.6427 -0.06
C -0.5214 6.1068 0.7155 -0.08
C -0.2368 3.3294 0.5738 0.00
C -0.1170 1.9661 0.5589 -0.02
C 3.2281 -0.2021 0.5776 0.01
C 4.4880 -0.7302 0.5214 0.00
H 8.0236 -2.3259 0.6495 0.10
H 6.7474 -1.9670 -0.5253 0.10
H 7.2095 -0.7547 0.7151 0.10
H 4.1954 -3.0803 2.9189 0.13
H 1.9153 -2.1751 2.9879 0.12
H 0.0274 -2.0922 1.3212 0.11
H -1.7307 0.3642 1.6372 0.12
H -4.0586 0.0236 1.4902 0.12
H -6.0139 -1.4338 1.2486 0.11
H -5.7214 -3.8706 1.0621 0.12
H -3.4631 -4.8414 1.0993 0.12
H -1.5153 -3.4078 1.3335 0.11
H 2.0366 1.5890 3.1375 0.13
H 1.7550 4.0262 3.1995 0.13
H -0.5310 7.1800 0.9090 0.10
H -0.1532 5.9361 -0.2959 0.10
H -1.5343 5.7205 0.8326 0.10
H -0.8474 3.8090 -0.1684 0.10
H -0.6254 1.3913 -0.1958 0.11
H 2.9464 0.5947 -0.0896 0.13
H 5.1814 -0.3515 -0.2060 0.11
C -1.0210 2.1221 -3.2978 -0.11
C -0.7846 0.6252 -3.3323 -0.31
N -1.9984 -0.1339 -3.6549 -0.10
C -1.8633 -1.5945 -3.7049 -0.31
C -3.1607 -2.2924 -4.0616 -0.10
H -0.1091 2.6751 -3.0605 0.07
H -1.3837 2.4811 -4.2628 0.08
H -1.7716 2.3874 -2.5510 0.06
H -0.0275 0.3808 -4.0869 0.12
H -0.3760 0.2723 -2.3764 0.09
H -2.7633 0.1250 -3.0244 0.11
H -1.0915 -1.8330 -4.4464 0.11
H -1.4771 -1.9596 -2.7440 0.10
H -3.0411 -3.3772 -4.1127 0.07
H -3.9389 -2.0809 -3.3261 0.06
H -3.5305 -1.9550 -5.0317 0.08
```

Summary:
- E_HOMO (eV) = -10.7
- orbital gap (eV) = 5.5
- electronic energy (eV) = -34095.666
- strongest force on any atom (Eh/bohr) = 0.046
- charge = +1
- energy relative to the best compared isomer or geometry (same formula, charge and spin) (kJ/mol) = 40.9
- LUMO (eV) = -5.2